Here is C19H25NO3S in the gas phase from OMol25. Energies are from ωB97M-V/def2-TZVPD.

Output
- Total energy: -38576.684 eV
- E_LUMO: 0.0131 Ha
- Energy relative to the best compared isomer or geometry (same formula, charge and spin): 1.877 eV
- Structure (SMILES): Cc1cc(=O)oc2cc(OCCSCCN3CCCCC3)ccc12
- HOMO energy: -0.301 Ha

Geometry as ORCA input:
```
! wB97M-V def2-TZVPD RIJCOSX def2/J DEFGRID3
* xyz 0 1
C 4.29 1.82 5.91
C 3.84 0.75 4.98
C 4.00 -0.56 5.28
C 3.57 -1.63 4.40
O 3.69 -2.81 4.63
O 2.99 -1.26 3.22
C 2.82 0.04 2.88
C 2.21 0.28 1.65
C 2.01 1.59 1.23
O 1.46 1.96 0.06
C 0.89 0.99 -0.80
C -0.44 0.44 -0.29
S -1.73 1.72 -0.24
C -2.30 1.69 -1.97
C -3.15 0.47 -2.31
N -2.33 -0.72 -2.46
C -1.78 -0.90 -3.79
C -2.80 -1.41 -4.82
C -3.44 -2.70 -4.33
C -4.04 -2.48 -2.94
C -2.96 -1.95 -2.00
C 2.42 2.65 2.06
C 3.01 2.40 3.27
C 3.23 1.09 3.72
H 3.45 2.45 6.20
H 5.03 2.45 5.43
H 4.73 1.39 6.81
H 4.45 -0.88 6.21
H 1.93 -0.57 1.06
H 0.74 1.51 -1.74
H 1.60 0.16 -0.97
H -0.80 -0.35 -0.94
H -0.34 0.08 0.74
H -2.89 2.60 -2.08
H -1.42 1.76 -2.61
H -3.73 0.70 -3.21
H -3.86 0.31 -1.49
H -1.35 0.05 -4.12
H -0.96 -1.62 -3.71
H -2.29 -1.57 -5.77
H -3.57 -0.65 -4.98
H -4.21 -3.03 -5.03
H -2.68 -3.48 -4.27
H -4.86 -1.75 -3.01
H -4.45 -3.41 -2.55
H -3.37 -1.78 -1.00
H -2.17 -2.70 -1.91
H 2.24 3.65 1.72
H 3.31 3.23 3.89
*
```